Here is 11 unconnected molecules or ions with the total composition C25H72N8O11 from the OMol25 dataset. Energies are from ωB97M-V/def2-TZVPD.

```
116
Properties=species:S:1:pos:R:3:mulliken_charge:R:1
N -2.103 4.107 3.966 -0.346
C -2.707 3.912 2.790 0.482
N -3.629 4.812 2.476 -0.430
O -2.364 3.049 2.009 -0.550
H -1.232 3.601 3.890 0.265
H -2.214 4.860 4.630 0.203
H -4.189 4.613 1.659 0.245
H -4.002 5.351 3.244 0.178
N 5.721 -0.326 3.083 -0.467
C 4.437 -0.705 2.959 0.606
N 3.728 0.093 2.221 0.215
O 3.897 -1.556 3.657 -0.705
H 6.089 0.133 2.262 0.171
H 6.361 -0.828 3.681 0.260
H 4.134 0.820 1.650 0.199
H 2.724 -0.018 2.190 -0.337
N 0.151 -0.592 -0.887 -0.048
C 0.193 0.446 -0.087 0.396
N -0.487 1.466 -0.466 0.276
O 0.803 0.403 0.953 -0.397
H -0.240 -0.457 -1.808 -0.193
H 0.748 -1.376 -0.664 0.011
H -0.952 1.490 -1.363 -0.141
H -0.449 2.215 0.210 0.044
N 0.761 -3.554 4.490 -0.342
C 0.514 -2.880 3.401 0.657
N 1.234 -1.859 3.156 0.486
O -0.481 -3.108 2.682 -0.767
H 0.151 -4.298 4.799 0.264
H 1.521 -3.167 5.031 0.169
H 0.829 -1.287 2.428 -0.390
H 2.071 -1.591 3.654 -0.004
C 2.423 2.742 3.067 -0.945
C 1.521 2.226 4.275 1.317
C 1.739 2.802 5.669 -1.716
O 0.207 2.140 3.845 -0.593
H 3.435 2.917 3.433 0.525
H 2.240 3.800 2.881 0.437
H 2.396 2.202 2.121 -0.231
H 1.708 1.152 4.265 -0.204
H 1.079 2.456 6.465 0.372
H 1.538 3.865 5.534 0.408
H 2.722 2.766 6.138 0.387
H 0.238 1.775 2.957 0.172
C -0.423 -0.987 -4.646 -1.584
C -1.925 -0.805 -4.345 0.742
C -2.529 -2.207 -4.190 -1.519
O -2.141 0.018 -3.237 -0.149
H -0.292 -1.042 -5.727 0.390
H -0.014 -1.859 -4.136 0.421
H 0.217 -0.176 -4.298 0.293
H -2.454 -0.282 -5.142 0.532
H -1.862 -3.060 -4.308 0.397
H -3.231 -2.429 -4.994 0.351
H -3.180 -2.319 -3.323 0.227
H -2.515 0.859 -3.509 -0.100
C -1.174 -6.606 -2.373 -1.472
C 0.030 -5.925 -1.775 0.913
C -0.259 -4.643 -1.000 -1.186
O 0.715 -6.790 -0.918 -0.604
H -1.752 -6.888 -1.494 0.385
H -0.877 -7.499 -2.924 0.341
H -1.872 -6.073 -3.018 0.317
H 0.751 -5.599 -2.524 0.139
H -0.961 -3.959 -1.478 0.351
H 0.572 -3.966 -0.801 0.003
H -0.737 -4.793 -0.032 0.420
H 1.230 -6.221 -0.341 0.272
C -6.319 0.301 -0.954 -1.381
C -5.166 -0.657 -1.372 0.504
C -3.770 -0.189 -0.857 -0.690
O -5.426 -1.850 -0.570 -0.530
H -6.087 1.282 -1.368 0.292
H -6.294 0.319 0.136 0.339
H -7.265 -0.088 -1.331 0.432
H -5.226 -0.758 -2.456 0.134
H -3.654 0.846 -1.179 0.054
H -2.936 -0.840 -1.121 -0.012
H -3.772 -0.118 0.230 0.564
H -6.334 -2.008 -0.837 0.333
C 3.508 -5.273 2.576 -1.478
C 2.661 -4.889 1.355 1.015
C 3.160 -3.668 0.665 -1.062
O 2.853 -5.987 0.558 -0.618
H 2.909 -5.896 3.240 0.347
H 3.866 -4.419 3.151 0.256
H 4.463 -5.757 2.373 0.474
H 1.592 -4.877 1.570 0.185
H 2.929 -3.698 -0.400 0.369
H 4.246 -3.724 0.744 0.385
H 2.712 -2.732 0.999 -0.066
H 3.758 -6.263 0.391 0.335
C 2.000 5.328 -0.744 -1.308
C 2.718 4.015 -0.396 1.481
C 2.729 3.107 -1.605 -1.272
O 4.018 4.314 0.254 -0.595
H 1.114 5.121 -1.344 0.138
H 2.727 5.979 -1.230 0.399
H 1.822 5.763 0.240 0.412
H 2.095 3.455 0.300 -0.439
H 3.256 2.205 -1.293 0.341
H 3.247 3.363 -2.530 0.406
H 1.710 2.901 -1.933 0.087
H 3.972 5.107 0.793 0.333
C -0.957 3.392 -4.328 -1.280
C -2.120 3.994 -3.564 0.711
C -3.023 4.955 -4.408 -1.412
O -2.863 3.028 -2.925 -0.366
H -1.297 2.688 -5.088 0.343
H -0.148 2.874 -3.813 0.098
H -0.453 4.180 -4.889 0.467
H -1.546 4.620 -2.880 0.041
H -3.398 4.551 -5.348 0.316
H -2.336 5.754 -4.686 0.397
H -3.833 5.302 -3.767 0.410
H -3.422 3.580 -2.373 0.293
```

Calculated values
2S+1	1
HOMO energy	-8.49	eV
LUMO energy	0.206	eV
relative energy (zero: lowest compared OMol25 entry of this formula, charge and spin)	137.8	kcal/mol
total charge	0
SMILES	NC(N)=O.NC(N)=O.NC(N)=O.NC(N)=O.CC(C)O.CC(C)O.CC(C)O.CC(C)O.CC(C)O.CC(C)O.CC(C)O
E_tot	-61536.3622	eV

Here is 9 unconnected molecules or ions with the total composition C25H73N5O10 from the OMol25 dataset. Energies are from ωB97M-V/def2-TZVPD.

```
113
Properties=species:S:1:pos:R:3:mulliken_charge:R:1
C 1.570 -2.479 1.538 -0.647
O 1.689 -3.718 0.843 -0.288
C 1.153 -4.807 1.554 -0.468
C 2.189 -5.934 1.769 0.468
C 2.937 -6.223 0.483 -1.345
N 1.569 -7.173 2.259 -0.728
H 2.091 -2.586 2.499 0.509
H 0.531 -2.213 1.768 0.265
H 2.038 -1.750 0.888 -0.006
H 0.709 -4.524 2.515 0.340
H 0.360 -5.278 0.942 0.111
H 2.929 -5.574 2.497 0.305
H 3.724 -6.958 0.671 0.368
H 3.407 -5.340 0.061 0.337
H 2.264 -6.685 -0.251 0.203
H 0.885 -7.474 1.565 0.284
H 1.052 -6.975 3.114 0.298
C -5.847 -4.077 -0.123 -0.829
O -4.533 -3.639 -0.147 -0.279
C -4.093 -3.157 1.078 -1.297
C -2.707 -2.641 0.924 1.175
C -2.628 -1.547 -0.115 -1.092
N -1.797 -3.743 0.605 -0.141
H -6.564 -3.239 -0.126 0.312
H -6.044 -4.677 0.782 0.325
H -6.085 -4.695 -0.986 0.232
H -4.769 -2.347 1.413 0.515
H -4.143 -3.917 1.878 0.475
H -2.366 -2.188 1.866 0.043
H -3.453 -0.830 -0.049 0.471
H -2.817 -1.942 -1.124 0.504
H -1.651 -1.066 -0.141 -0.358
H -2.282 -4.600 0.401 0.296
H -1.110 -3.528 -0.099 -0.311
C 0.917 7.805 -0.455 -0.862
O 0.372 6.615 -1.008 -0.214
C -1.007 6.528 -0.817 -1.018
C -1.435 5.135 -1.168 0.902
C -2.961 4.992 -1.268 -2.299
N -1.009 4.196 -0.141 -0.090
H 1.996 7.754 -0.553 0.220
H 0.626 7.925 0.599 0.370
H 0.534 8.694 -0.979 0.313
H -1.228 6.699 0.246 0.336
H -1.540 7.293 -1.407 0.457
H -1.005 4.798 -2.118 0.443
H -3.271 3.955 -1.195 0.383
H -3.371 5.437 -2.181 0.464
H -3.424 5.548 -0.440 0.409
H 0.017 4.313 -0.019 0.127
H -1.293 4.463 0.804 0.187
C 5.348 1.068 5.583 -0.766
O 4.413 0.823 4.592 -0.244
C 3.261 1.624 4.748 -0.883
C 2.255 1.177 3.715 0.683
C 2.790 1.269 2.319 -0.913
N 1.069 2.059 3.836 -0.726
H 4.932 0.948 6.594 0.309
H 5.706 2.113 5.544 0.306
H 6.190 0.407 5.411 0.232
H 2.902 1.569 5.779 0.406
H 3.541 2.656 4.483 0.336
H 1.994 0.123 3.907 0.121
H 3.452 0.437 2.090 0.300
H 3.301 2.227 2.205 0.357
H 1.946 1.219 1.629 -0.104
H 0.567 1.709 4.658 0.315
H 0.429 1.835 3.073 0.214
C 0.095 -4.614 -2.489 -0.163
O 0.571 -3.998 -3.663 -0.417
C -0.301 -2.982 -4.119 -0.267
C 0.090 -2.570 -5.526 0.482
C 1.565 -2.101 -5.565 -1.343
N -0.872 -1.501 -5.939 -0.696
H -0.923 -4.980 -2.662 0.381
H 0.215 -3.916 -1.652 -0.158
H 0.725 -5.480 -2.290 0.162
H -1.359 -3.269 -4.071 0.458
H -0.149 -2.086 -3.481 -0.331
H -0.046 -3.413 -6.206 0.446
H 1.978 -2.041 -4.551 0.248
H 1.695 -1.115 -6.006 0.455
H 2.206 -2.816 -6.085 0.282
H -0.462 -0.585 -5.748 0.136
H -0.843 -1.476 -6.964 0.305
O -0.832 0.890 1.760 0.067
C -2.161 1.337 1.697 0.514
C -2.441 2.264 2.829 -1.086
O -2.083 3.656 2.625 -0.628
H -0.732 0.220 1.071 -0.386
H -2.358 1.873 0.768 0.124
H -2.792 0.451 1.818 0.211
H -1.889 1.995 3.739 0.273
H -3.490 2.273 3.117 0.458
H -1.134 3.694 2.457 0.333
C 3.130 4.673 -0.512 -0.754
O 1.903 4.136 -1.001 -0.439
H 2.978 4.995 0.526 0.282
H 3.857 3.860 -0.429 0.267
H 3.593 5.443 -1.126 0.310
H 1.411 4.848 -1.440 0.266
C 1.053 -0.485 -1.543 -0.450
O 0.518 0.366 -0.529 -0.017
H 0.402 -1.354 -1.578 -0.289
H 1.000 0.026 -2.508 0.451
H 2.090 -0.728 -1.306 0.361
H 0.855 1.258 -0.731 0.034
C -1.809 2.262 -3.544 -0.076
O -2.473 3.366 -4.201 -0.598
H -1.009 2.561 -2.846 0.022
H -2.496 1.677 -2.920 0.255
H -1.390 1.683 -4.365 0.085
H -3.105 3.813 -3.633 0.317
```

Calculated values
2S+1	1
HOMO energy	-8.87	eV
LUMO energy	0.663	eV
relative energy (zero: lowest compared OMol25 entry of this formula, charge and spin)	52.9	kcal/mol
total charge	0
SMILES	COC[C@H](C)N.COC[C@H](C)N.COC[C@H](C)N.COC[C@H](C)N.COC[C@H](C)N.OCCO.CO.CO.CO
E_tot	-55029.6368	eV

Here is 12 unconnected molecules or ions with the total composition C25H74N10O12 from the OMol25 dataset. Energies are from ωB97M-V/def2-TZVPD.

```
121
Properties=species:S:1:pos:R:3:mulliken_charge:R:1
N 1.622 -4.089 3.779 -0.339
C 1.899 -3.057 2.889 0.390
N 0.905 -2.800 1.952 -0.152
O 2.995 -2.471 2.875 -0.703
H 0.728 -4.533 3.749 0.151
H 2.391 -4.340 4.365 0.244
H 0.907 -2.007 1.339 0.043
H 0.078 -3.380 1.922 0.195
N 0.058 -3.699 -2.057 -0.014
C -1.290 -3.997 -2.044 0.680
N -1.661 -5.112 -2.777 -0.378
O -2.103 -3.248 -1.454 -0.921
H 0.337 -2.849 -1.566 -0.689
H 0.736 -4.048 -2.710 0.226
H -0.962 -5.640 -3.256 0.151
H -2.606 -5.406 -2.915 0.247
N 3.631 -1.655 0.128 0.120
C 4.631 -0.763 -0.209 0.669
N 5.936 -1.138 0.156 -0.452
O 4.395 0.331 -0.788 -0.704
H 2.654 -1.477 -0.153 -0.383
H 3.792 -2.473 0.681 0.136
H 6.089 -2.089 0.421 0.165
H 6.682 -0.486 0.053 0.235
N 1.048 2.565 -2.297 -0.054
C -0.079 2.787 -3.079 0.564
N 0.127 2.850 -4.455 -0.389
O -1.228 2.877 -2.569 -0.768
H 1.948 2.375 -2.693 0.174
H 0.943 2.326 -1.328 -0.092
H 1.021 2.900 -4.893 0.156
H -0.681 2.896 -5.045 0.243
N 0.371 0.753 0.288 1.241
C 0.041 -0.464 -0.266 -0.685
N -1.304 -0.782 -0.330 1.495
O 0.883 -1.316 -0.606 1.138
H -0.323 1.452 0.483 -0.737
H 1.352 0.922 0.480 -0.091
H -1.971 -0.170 0.103 0.023
H -1.542 -1.704 -0.693 -0.831
C 0.595 3.060 5.504 -1.425
C 1.038 1.646 5.192 0.422
C 0.753 1.208 3.760 -0.397
O 2.464 1.625 5.458 -0.574
H 1.121 3.814 4.913 0.268
H 0.860 3.287 6.538 0.360
H -0.474 3.184 5.314 0.352
H 0.544 0.885 5.815 0.366
H 1.126 0.207 3.538 0.129
H 1.043 1.938 3.004 -0.138
H -0.343 1.126 3.700 0.281
H 2.797 0.733 5.296 0.319
C -1.443 -0.151 -3.929 -0.288
C -2.148 -1.169 -4.805 0.201
C -1.233 -2.204 -5.459 -1.002
O -3.120 -1.864 -3.991 -0.654
H -0.515 0.193 -4.407 0.253
H -1.060 -0.597 -3.004 -0.109
H -2.041 0.710 -3.642 0.247
H -2.670 -0.585 -5.567 0.398
H -0.851 -1.784 -6.400 0.433
H -1.788 -3.087 -5.771 0.362
H -0.399 -2.479 -4.809 -0.093
H -2.635 -2.312 -3.279 0.135
C -3.158 -4.860 0.536 -1.620
C -2.152 -3.960 1.226 1.970
C -2.833 -2.766 1.866 -1.040
O -1.393 -4.725 2.216 -0.575
H -2.727 -5.826 0.278 0.365
H -3.547 -4.344 -0.344 0.194
H -4.045 -5.056 1.151 0.412
H -1.419 -3.583 0.509 -0.951
H -3.420 -3.037 2.751 0.605
H -3.521 -2.323 1.139 0.166
H -2.183 -1.932 2.143 0.154
H -1.924 -4.668 3.023 0.364
C -1.450 5.223 0.062 -1.643
C -1.650 3.929 0.843 1.313
C -2.569 4.171 2.019 -1.595
O -2.321 3.016 -0.055 -0.126
H -1.132 6.020 0.746 0.451
H -2.300 5.547 -0.529 0.327
H -0.562 5.148 -0.579 0.356
H -0.691 3.500 1.137 -0.108
H -1.980 4.713 2.771 0.480
H -2.891 3.242 2.492 0.271
H -3.423 4.801 1.780 0.337
H -1.932 3.134 -0.963 0.175
C 5.726 2.894 1.727 -1.440
C 4.311 2.736 2.221 0.914
C 3.778 4.008 2.854 -1.031
O 3.477 2.408 1.075 -0.408
H 5.776 3.701 0.987 0.378
H 6.083 2.000 1.201 0.276
H 6.485 3.101 2.484 0.397
H 4.189 1.965 2.992 0.047
H 2.790 3.864 3.292 -0.096
H 3.682 4.810 2.130 0.357
H 4.431 4.216 3.707 0.361
H 4.071 2.169 0.344 0.179
C -5.598 2.015 1.150 -1.318
C -4.896 0.782 0.657 0.475
C -4.819 0.809 -0.867 -0.874
O -3.556 0.759 1.151 -0.387
H -5.209 2.918 0.668 0.158
H -5.478 2.230 2.216 0.312
H -6.677 2.024 0.967 0.430
H -5.400 -0.150 0.908 0.493
H -5.769 0.547 -1.342 0.498
H -4.144 0.040 -1.269 0.047
H -4.386 1.731 -1.262 0.144
H -3.075 1.450 0.650 -0.232
C 2.437 -0.889 -3.751 -0.133
C 3.389 -2.078 -3.854 -0.655
O 2.634 -3.320 -3.822 -0.528
H 2.962 0.059 -3.917 0.388
H 1.905 -0.858 -2.804 -0.323
H 1.747 -0.945 -4.603 0.300
H 4.086 -2.068 -3.020 0.141
H 3.898 -2.037 -4.823 0.402
H 2.305 -3.478 -4.711 0.296
```

Calculated values
2S+1	1
HOMO energy	-9.19	eV
LUMO energy	0.463	eV
relative energy (zero: lowest compared OMol25 entry of this formula, charge and spin)	0.0	kcal/mol
total charge	0
SMILES	NC(N)=O.NC(N)=O.NC(N)=O.NC(N)=O.NC(N)=O.CC(C)O.CC(C)O.CC(C)O.CC(C)O.CC(C)O.CC(C)O.CCO
E_tot	-66602.4120	eV

Here is 10 unconnected molecules or ions with the total composition C25H74N4O10 from the OMol25 dataset. Energies are from ωB97M-V/def2-TZVPD.

```
113
Properties=species:S:1:pos:R:3:mulliken_charge:R:1
C 0.325 -3.678 -0.377 -0.115
O 0.075 -4.859 0.392 -0.374
C -0.566 -5.886 -0.370 -0.770
C -0.771 -7.159 0.473 0.519
C 0.518 -7.784 0.995 -1.381
N -1.577 -8.202 -0.195 -0.686
H -0.536 -3.011 -0.432 0.071
H 0.457 -4.023 -1.402 0.304
H 1.147 -3.140 0.096 -0.024
H -1.555 -5.500 -0.615 0.345
H -0.036 -6.088 -1.301 0.435
H -1.440 -6.879 1.287 0.070
H 1.104 -8.228 0.190 0.357
H 0.521 -8.495 1.821 0.386
H 1.188 -7.027 1.402 0.290
H -1.439 -8.179 -1.196 0.241
H -1.303 -9.103 0.169 0.265
C 0.380 3.673 -4.445 -0.866
O -0.817 3.299 -3.755 -0.282
C -0.746 3.121 -2.375 -0.035
C -1.590 4.110 -1.649 0.110
C -1.390 5.631 -2.004 -1.534
N -1.612 3.823 -0.249 -0.319
H 0.661 4.630 -4.006 0.397
H 0.445 3.748 -5.531 0.306
H 1.204 3.052 -4.091 0.247
H -1.040 2.116 -2.073 -0.109
H 0.298 3.204 -2.072 0.453
H -2.576 3.924 -2.073 0.304
H -0.374 5.969 -1.798 0.253
H -2.250 6.114 -1.540 0.460
H -1.539 5.601 -3.083 0.366
H -2.239 4.515 0.137 0.285
H -2.066 2.922 -0.302 -0.018
C -1.719 1.559 -6.769 -0.567
O -1.554 0.179 -6.364 -0.438
C -1.920 -0.006 -4.930 -0.715
C -1.538 -1.449 -4.465 0.411
C -1.741 -1.643 -2.985 -1.087
N -0.146 -1.762 -4.847 -0.658
H -2.387 2.022 -6.042 0.258
H -2.252 1.733 -7.703 0.297
H -0.768 2.091 -6.801 0.157
H -1.363 0.685 -4.298 0.181
H -2.982 0.168 -4.752 0.390
H -2.050 -2.255 -4.990 0.413
H -2.512 -0.999 -2.563 0.395
H -0.881 -1.331 -2.392 -0.145
H -1.824 -2.650 -2.575 0.508
H -0.129 -2.705 -5.208 0.258
H 0.129 -1.277 -5.689 0.210
C 5.623 1.418 2.664 -0.675
O 4.781 1.939 3.665 -0.384
C 3.739 2.760 3.210 -0.293
C 2.764 2.948 4.392 0.204
C 1.852 1.647 4.575 -1.233
N 1.706 3.949 4.166 -0.750
H 4.987 0.805 2.025 0.224
H 6.468 0.906 3.125 0.247
H 6.109 2.324 2.303 0.332
H 4.242 3.700 2.986 0.485
H 3.245 2.421 2.300 0.073
H 3.306 3.042 5.333 0.391
H 2.591 0.901 4.868 0.363
H 1.310 1.399 3.662 0.150
H 1.099 1.841 5.339 0.427
H 1.272 3.656 3.302 0.154
H 1.008 3.857 4.889 0.318
C 2.001 0.174 -2.109 -0.445
C 2.395 -1.251 -2.226 -0.008
O 2.296 -1.877 -3.457 -0.612
H 0.953 0.431 -2.258 -0.184
H 2.563 0.690 -2.888 0.378
H 2.218 0.660 -1.158 0.302
H 1.913 -1.792 -1.411 -0.270
H 3.442 -1.402 -1.965 0.472
H 1.377 -1.884 -3.733 0.492
C -1.903 -0.304 4.577 -0.960
C -1.266 -1.555 4.105 0.221
O -2.085 -2.072 3.034 -0.552
H -2.992 -0.331 4.622 0.316
H -1.626 0.480 3.871 0.084
H -1.506 -0.036 5.555 0.411
H -1.290 -2.254 4.941 0.461
H -0.206 -1.378 3.917 -0.296
H -2.822 -2.617 3.317 0.277
C -4.493 1.105 2.303 -0.862
C -3.823 2.063 1.419 -0.227
O -3.410 1.542 0.206 -0.623
H -5.445 0.795 1.872 0.343
H -4.640 1.575 3.275 0.355
H -3.812 0.261 2.420 -0.025
H -2.979 2.470 1.976 0.228
H -4.557 2.854 1.265 0.407
H -2.753 0.894 0.467 0.520
C 2.275 -3.068 3.112 -0.291
O 2.874 -2.467 4.249 -0.503
H 1.519 -2.339 2.822 -0.143
H 3.004 -3.033 2.302 0.400
H 1.889 -4.085 3.184 0.256
H 3.794 -2.645 4.037 0.316
C 1.707 4.877 0.608 -0.748
O 0.997 3.687 0.939 -0.321
H 1.059 5.548 0.043 0.236
H 1.981 5.292 1.578 0.308
H 2.663 4.616 0.154 0.268
H 0.156 3.674 0.477 0.288
C -0.152 -0.066 0.698 0.976
O -1.528 -0.121 0.913 -0.240
H 0.116 -1.046 0.302 -0.465
H 0.122 0.788 0.078 -0.192
H 0.364 -0.039 1.658 -0.215
H -1.716 -0.895 1.449 0.015
```

Calculated values
2S+1	1
HOMO energy	-8.38	eV
LUMO energy	0.499	eV
relative energy (zero: lowest compared OMol25 entry of this formula, charge and spin)	47.0	kcal/mol
total charge	0
SMILES	COC[C@H](C)N.COC[C@H](C)N.COC[C@H](C)N.COC[C@H](C)N.CCO.CCO.CCO.CO.CO.CO
E_tot	-53553.6270	eV

Number 1: orbital gap 8.696 eV. Number 2: orbital gap 9.534 eV. Number 3: orbital gap 9.657 eV. Number 4: orbital gap 8.874 eV.